This record from OMol25 describes a molecular structure, C4H5N2 at a distorted geometry. The level of theory is ωB97M-V with the def2-TZVPD basis set.

```
11
Properties=species:S:1:pos:R:3:forces:R:3
C -2.081671 0.693649 0.063616 0.434 -2.200 -0.521
C 1.602987 0.230482 0.115569 1.693 -3.322 0.291
C 0.428267 -0.503548 0.649540 -0.761 0.602 0.796
C -0.589836 0.386015 0.132638 -3.451 -1.662 -0.594
N -2.227011 -0.528724 -0.149997 2.688 2.333 0.655
N 0.490472 -0.133369 -0.795139 0.801 -1.051 -1.865
H -2.787089 1.500469 0.180428 0.400 0.707 0.049
H 1.811885 1.258362 0.268941 -0.080 0.770 0.150
H 2.496069 -0.503141 0.056178 -1.388 1.586 -0.281
H 0.237141 -1.510571 1.043257 0.573 0.505 -0.267
H 0.618789 -0.889628 -1.565030 -0.908 1.731 1.586
```
Positions in Å, forces in eV/Å.

Computed properties:
multiplicity: 1
orbital gap: 10.1 eV
charge: +1
HOMO: -14.74 eV

=====

This record from OMol25 describes a molecular structure, C3H2FeO3 at a distorted geometry. The level of theory is ωB97M-V with the def2-TZVPD basis set.

```
9
Properties=species:S:1:pos:R:3:forces:R:3
C 0.813694 -0.737868 0.730102 0.283 -1.330 -0.580
C 0.367339 0.561591 0.771600 -0.753 2.415 -1.348
O 0.575688 1.497213 -0.117108 0.159 -1.346 1.656
O 0.219940 -1.776849 1.391933 -0.002 0.456 0.099
H 1.699930 -0.970596 0.116053 -0.424 0.009 0.045
H -0.277870 0.814137 1.652177 0.048 -0.196 -0.265
Fe -1.344262 -1.495052 0.349816 0.605 -0.048 0.340
C -0.694258 1.519386 -2.466618 -1.046 -1.468 0.076
O -1.360201 0.588038 -2.427954 1.130 1.508 -0.023
```
Positions in Å, forces in eV/Å.

Computed properties:
expectation value of S²: 8.770
multiplicity: 6
orbital gap (spin up / spin down): 6.6 / 6.0 eV
charge: -1
HOMO (spin up / spin down): -2.55 / -2.86 eV

=====

This record from OMol25 describes a gas-phase ion, C4H8ClN2O2S (charge +1) at a distorted geometry. The level of theory is ωB97M-V with the def2-TZVPD basis set.

```
18
Properties=species:S:1:pos:R:3:forces:R:3
C 2.013865 1.069599 -0.925487 0.210 1.121 -0.919
C 1.020964 0.395067 -0.112732 0.063 0.960 0.194
N 0.231230 0.872697 0.875160 -2.770 -0.594 -0.388
C -0.887517 -0.194982 1.009412 3.357 0.862 -0.698
S -2.106717 -0.031998 -0.284401 -1.646 -0.628 -1.124
O -2.535088 -1.383763 -0.454099 -0.345 0.336 -0.085
O -1.609428 0.724925 -1.383112 0.482 0.195 0.252
Cl -3.661947 0.999216 0.466508 0.413 -0.028 0.262
C -0.078073 -1.442964 0.624246 0.532 -1.410 3.335
N 0.892294 -0.888317 -0.267385 -2.662 1.052 1.175
H 1.780219 1.949761 -1.512128 -1.528 0.103 -0.149
H 2.359584 0.383028 -1.665366 0.761 -0.493 -0.219
H 2.777237 1.578569 -0.394896 1.213 -0.391 1.174
H -0.155113 1.841121 0.923362 1.140 -0.897 -0.392
H -1.325251 -0.216661 1.957348 -0.697 0.031 1.425
H 0.526271 -1.924902 1.486538 -1.049 1.242 -0.678
H -0.737105 -2.270336 0.380069 0.249 0.209 -1.189
H 1.494568 -1.460058 -0.723034 2.275 -1.671 -1.977
```
Positions in Å, forces in eV/Å.

Computed properties:
structure (SMILES): CC1=[NH+][C@@H](S(=O)(=O)Cl)CN1
multiplicity: 1
orbital gap: 11.2 eV
charge: +1
HOMO: -15.15 eV

=====

This record from OMol25 describes CH4P2S in the gas phase at a distorted geometry. The level of theory is ωB97M-V with the def2-TZVPD basis set.

```
8
Properties=species:S:1:pos:R:3:forces:R:3
C -0.977685 0.637717 -0.640230 -3.137 -1.399 0.596
P -0.267919 -0.996299 -0.113165 0.083 -0.289 1.281
S 0.393254 -0.448308 1.943719 -0.165 -0.264 -1.349
P 1.800007 -0.393975 0.329538 0.660 -0.301 0.682
H -1.789670 0.526609 -1.435241 1.274 -0.140 0.837
H -0.214319 1.230222 -0.977291 1.717 1.856 -0.857
H -1.505046 1.083700 0.235117 0.616 -0.215 -0.598
H 2.561378 -1.639665 0.657553 -1.048 0.752 -0.591
```
Positions in Å, forces in eV/Å.

Computed properties:
structure (SMILES): CP1#S#[PH]1
multiplicity: 1
orbital gap: 9.4 eV
charge: 0
HOMO: -8.83 eV

=====

This record from OMol25 describes a molecular structure, C27H28FeNO3 at a distorted geometry. The level of theory is ωB97M-V with the def2-TZVPD basis set.

```
60
Properties=species:S:1:pos:R:3:forces:R:3
O 4.841581 -1.388256 -1.682001 -0.317 2.004 -1.298
C 4.641633 -0.380443 -2.236217 0.051 -3.627 1.805
Fe 4.387199 1.254208 -2.816923 -2.402 0.319 0.284
C 5.624396 1.741559 -1.693615 2.455 1.296 2.752
O 6.472815 1.899324 -0.916777 -1.384 -0.261 -1.452
C 5.467127 1.130796 -4.180955 3.267 -0.430 -3.155
O 6.352428 0.951364 -4.916823 -2.019 0.428 1.439
C -0.004598 1.021474 -1.410450 1.533 2.581 -1.600
C 0.845767 0.440382 -2.542895 0.481 -0.333 0.230
C 2.049020 1.227871 -3.037934 -0.410 1.693 -0.118
C 2.362680 2.472185 -2.480228 -0.114 -1.286 -1.183
C 1.607897 2.899808 -1.349114 -0.022 0.696 0.642
C 0.447122 2.243395 -0.894832 -0.514 -0.767 -0.318
H -0.993003 0.615498 -1.208268 0.357 0.216 0.073
H 1.242461 -0.543512 -2.236971 -0.208 0.231 -0.229
H 0.218346 0.245130 -3.434182 0.155 -0.037 0.297
H 2.426619 0.889077 -4.027500 -0.065 0.379 0.650
H 3.050890 3.197466 -2.976288 -0.477 -0.650 0.373
H 1.911373 3.845633 -0.889955 -0.273 -0.350 -0.087
H -0.165283 2.730112 -0.124265 0.469 -0.116 -0.464
C -3.243277 3.667014 1.810872 1.117 -0.219 -0.180
C -4.113077 2.652956 2.194761 -0.079 -0.464 0.203
C -3.641141 1.348963 2.473632 0.738 0.037 -0.113
C -4.505772 0.336685 2.960029 -0.339 0.875 -0.335
C -4.009455 -0.900112 3.328291 1.138 -1.028 0.249
C -2.636817 -1.181907 3.184707 -1.521 -0.255 0.142
C -1.784939 -0.287010 2.532224 1.370 0.637 -0.060
C -0.360751 -0.708515 2.194536 -0.161 -0.328 0.584
C 0.024247 -0.770330 0.695706 0.180 0.643 -0.297
C 1.329067 -1.529722 0.453626 0.173 -0.313 0.204
C 0.979781 -2.907778 -0.143501 -0.506 -0.069 -0.019
C -0.199768 -3.535072 0.668100 1.093 -0.578 -0.017
C -1.441964 -2.681786 0.540560 0.096 1.424 -1.109
N -1.049526 -1.330396 -0.117458 -2.011 -2.276 0.334
C -0.777705 -1.837699 -1.524587 -0.727 0.728 0.595
C 0.411547 -2.772099 -1.572884 0.418 -0.590 0.179
C -2.236820 1.051489 2.298545 -0.812 0.398 -0.133
C -1.375007 2.109098 1.937669 0.097 -0.573 0.184
C -1.861048 3.394112 1.694398 -1.136 0.207 0.195
H -3.613160 4.665299 1.604107 0.016 -0.129 0.057
H -5.178041 2.849088 2.306796 0.197 0.029 -0.046
H -5.569262 0.573016 3.074036 0.388 -0.161 -0.025
H -4.668607 -1.677183 3.723106 0.201 0.376 -0.038
H -2.244629 -2.138815 3.537402 -0.147 0.292 -0.197
H 0.333207 0.013403 2.655964 -0.155 -0.232 -0.078
H -0.145193 -1.682368 2.662181 -0.222 0.343 -0.002
H 0.177745 0.283996 0.427545 -0.125 -0.670 0.087
H 1.977211 -0.952235 -0.221411 -0.039 -0.232 0.177
H 1.859226 -1.650664 1.406815 0.135 -0.035 -0.225
H 1.864157 -3.554762 -0.133023 -0.277 0.059 0.014
H -0.410871 -4.527604 0.255863 0.198 0.010 0.264
H 0.088854 -3.649735 1.716353 0.059 -0.150 -0.028
H -2.157162 -3.149125 -0.150598 0.039 0.233 0.525
H -1.926405 -2.514927 1.493805 -0.099 -0.056 -0.083
H -1.690849 -2.386005 -1.799686 0.273 0.373 0.083
H -0.711566 -1.025805 -2.236987 -0.060 -0.209 0.192
H 1.144960 -2.444668 -2.312639 0.147 -0.125 0.161
H 0.050819 -3.760429 -1.881283 0.323 0.074 -0.097
H -0.297482 1.924055 1.890898 -0.451 0.097 -0.031
H -1.176994 4.194485 1.427729 -0.095 -0.130 0.043
```
Positions in Å, forces in eV/Å.

Computed properties:
expectation value of S²: 6.111
multiplicity: 5
orbital gap (spin up / spin down): 5.2 / 3.5 eV
charge: +1
HOMO (spin up / spin down): -9.50 / -10.84 eV

=====

This record from OMol25 describes a molecular structure, C25H21FNO6S3 at a distorted geometry. The level of theory is ωB97M-V with the def2-TZVPD basis set.

```
57
Properties=species:S:1:pos:R:3:forces:R:3
C 2.284621 -2.586017 2.086814 -0.088 0.056 1.841
C 2.167638 -1.435077 1.328444 -0.095 0.369 -0.411
C 1.820271 -1.547815 -0.012642 0.153 -0.494 0.086
C 1.606337 -2.815613 -0.547018 -0.650 0.249 -0.553
S 1.329542 -2.949306 -2.354026 -4.115 1.479 -3.604
N -0.297576 -2.730779 -2.841495 -0.278 0.635 -0.105
F -1.859881 -4.480408 -1.600400 -0.536 -0.727 0.620
S -0.840152 -2.514222 -4.494719 3.872 0.406 3.864
C -2.587444 -2.016314 -4.818947 0.198 -0.019 0.753
C -3.468221 -2.975265 -5.338725 0.925 -0.033 0.356
C -4.693984 -2.566936 -5.814812 -0.107 0.547 0.454
C -5.132706 -1.272980 -5.496448 -0.618 -0.635 -0.414
C -4.264118 -0.317418 -5.023210 0.232 0.142 0.302
C -2.954667 -0.675329 -4.748635 0.693 -0.450 0.036
O -0.055628 -1.414866 -5.045183 -0.973 -0.411 -0.705
O -0.804220 -3.828489 -5.054087 -0.253 -0.685 -1.243
O 2.102147 -1.872986 -2.952195 0.911 -0.558 0.851
O 1.613696 -4.326506 -2.623584 1.261 -0.808 0.295
C 1.732269 -3.973400 0.221352 -0.056 0.565 0.217
C 2.063919 -3.857688 1.573078 -0.148 0.079 -0.592
H 2.463433 -2.468066 3.176899 0.098 -0.172 -0.807
H 2.327289 -0.434513 1.754550 -0.028 -0.596 -0.060
H 1.762506 -0.685332 -0.655767 -0.113 0.078 -0.135
H -3.170806 -4.023503 -5.321015 0.111 0.306 -0.362
H -5.287533 -3.244399 -6.413959 -0.338 -0.057 0.418
H -6.197155 -1.074045 -5.534549 0.003 0.301 -0.581
H -4.583180 0.704288 -4.853852 -0.103 -0.071 0.009
H -2.193326 0.052041 -4.491424 -0.106 -0.029 0.163
H 1.572818 -4.932789 -0.231562 -0.077 -0.212 -0.280
H 2.125497 -4.758205 2.192245 0.086 0.415 -0.128
C -5.936298 -5.813241 -5.302793 -0.269 0.183 0.365
C -6.304476 -4.981909 -4.234017 -0.068 0.273 -0.950
C -5.722223 -5.137431 -2.996982 -0.287 0.007 -0.285
C -4.903061 -6.229126 -2.768468 0.356 -0.063 -0.436
S -4.701880 -6.647866 -1.061414 -2.038 -0.956 -2.286
C -3.272542 -5.928355 -0.395888 -0.780 -2.525 2.398
C -3.061525 -6.390619 0.920752 0.054 -0.560 2.271
C -1.826235 -6.174260 1.631105 -0.180 -0.001 -0.412
C -1.542447 -6.742633 2.875755 0.499 0.098 0.050
C -2.424094 -7.596766 3.548437 -0.471 0.779 -1.140
C -3.682298 -7.756280 2.937691 -0.056 -0.188 0.317
C -3.998775 -7.160602 1.713283 -0.167 -0.577 0.352
O -5.880545 -6.076747 -0.465217 0.177 0.641 1.125
O -4.640301 -8.091701 -1.069992 1.010 0.023 0.540
C -4.577958 -7.116883 -3.801440 -0.217 0.324 0.320
C -5.075633 -6.882876 -5.080180 0.106 -0.016 -0.286
H -6.330698 -5.614927 -6.301201 0.033 -0.176 0.298
H -7.046081 -4.185240 -4.374542 0.504 -0.272 -0.070
H -5.973494 -4.441469 -2.217995 -0.020 -0.042 0.276
H -2.484426 -5.253340 -1.046020 1.599 2.078 -1.610
H -1.085401 -5.565122 1.135305 0.188 0.143 -0.029
H -0.589183 -6.518534 3.351545 -0.089 0.004 -0.294
H -2.170766 -8.064682 4.513102 -0.158 0.302 -0.645
H -4.417677 -8.364700 3.487477 0.159 0.403 -0.619
H -5.016346 -7.326508 1.378171 0.183 0.117 -0.163
H -3.997540 -8.003321 -3.606996 0.151 -0.027 0.139
H -4.811414 -7.555540 -5.909010 -0.082 0.356 0.492
```
Positions in Å, forces in eV/Å.

Computed properties:
multiplicity: 1
orbital gap: 2.6 eV
charge: -1
HOMO: -3.56 eV

=====

This record from OMol25 describes C8H19NO in the gas phase at a distorted geometry. The level of theory is ωB97M-V with the def2-TZVPD basis set.

```
29
Properties=species:S:1:pos:R:3:forces:R:3
C 2.254354 -1.511697 -1.449666 -0.072 0.311 0.439
O 0.926801 -1.254281 -1.814192 -1.763 1.780 -0.204
C 0.039672 0.032499 -1.031858 1.998 -2.837 -2.332
C 0.811415 1.295142 -1.402056 0.222 -0.279 0.096
C -1.302741 -0.023895 -1.749230 0.245 -0.508 -0.521
N 0.153243 -0.448980 0.273458 -1.845 3.639 2.484
C -0.474214 -1.721578 0.593530 0.022 -0.066 0.081
C -0.571227 0.889423 1.160069 1.365 -2.062 0.154
C -1.828128 0.509985 1.924467 -0.011 -0.218 -0.107
C 0.557873 1.307446 2.083390 -0.085 0.260 0.152
H 2.841313 -0.600412 -1.260450 -0.066 -0.065 0.018
H 2.319577 -2.147608 -0.553571 0.034 0.129 0.028
H 2.757790 -2.052825 -2.264232 -0.294 0.135 0.025
H 0.205562 2.202093 -1.329799 -0.006 -0.135 0.090
H 1.711932 1.415078 -0.798371 -0.127 -0.039 0.071
H 1.134979 1.198699 -2.443400 -0.179 -0.050 0.138
H -1.874642 0.898855 -1.622422 0.166 -0.003 0.107
H -1.101690 -0.163334 -2.816458 -0.035 0.178 0.120
H -1.932173 -0.866381 -1.458389 0.181 0.077 0.148
H 0.042293 -2.532832 0.076905 0.039 0.250 -0.104
H -1.534849 -1.792516 0.338280 -0.073 0.002 0.049
H -0.361488 -1.913739 1.665110 -0.033 0.151 -0.136
H -0.834672 1.722342 0.505742 0.253 -0.430 -0.427
H -2.175325 1.366977 2.516170 0.156 -0.059 -0.162
H -2.641552 0.237008 1.247870 0.042 -0.076 0.072
H -1.653127 -0.310194 2.625747 -0.032 0.057 -0.110
H 0.235761 2.133133 2.730542 0.006 -0.053 -0.058
H 1.428305 1.650011 1.521019 -0.062 -0.120 0.038
H 0.864959 0.481582 2.731795 -0.048 0.030 -0.149
```
Positions in Å, forces in eV/Å.

Computed properties:
structure (SMILES): COC(C)(C)N(C)C(C)C
multiplicity: 1
orbital gap: 9.6 eV
charge: 0
HOMO: -8.75 eV

=====

This record from OMol25 describes 2 unconnected molecules or ions with the total composition H3OPSi at a distorted geometry. The level of theory is ωB97M-V with the def2-TZVPD basis set.

```
6
Properties=species:S:1:pos:R:3:forces:R:3
O -2.659263 -0.403778 -1.054709 -0.283 0.039 -0.181
Si 0.847531 -0.043844 0.485339 -1.941 0.690 -1.788
P -1.651806 0.567844 -1.493040 1.565 -0.629 1.412
H 1.399638 -1.381872 0.347625 0.141 -0.339 0.020
H 1.688350 0.986993 -0.108557 0.499 0.194 0.140
H 0.375549 0.274657 1.823341 0.018 0.044 0.397
```
Positions in Å, forces in eV/Å.

Computed properties:
multiplicity: 1
orbital gap (spin up / spin down): 6.4 / 6.4 eV
charge: 0
HOMO (spin up / spin down): -7.50 / -7.50 eV